Molecular formula: C10H18O3
Method: DFT, the ωB97M-V functional and the def2-TZVPD basis

The calculation puts the total energy at -617.53379 a.u. Its SMILES is CC[C@H]1COC[C@H]1CCOC(C)=O. Its energy relative to the best compared isomer or geometry (same formula, charge and spin) is 0.110 eV. The calculation puts the gap between HOMO and LUMO at 10.23 eV. The HOMO energy is -9.39 eV. Its multiplicity is 1.

The geometry in XYZ format:
```
31
C10H18O3 (the ωB97M-V functional and the def2-TZVPD basis)
C 2.160 2.103 -0.227
C 2.897 0.765 -0.164
C 2.123 -0.518 -0.537
C 2.634 -1.680 0.311
O 1.999 -1.503 1.584
C 0.810 -0.706 1.405
C 0.647 -0.615 -0.109
C -0.403 0.357 -0.665
C -1.670 -0.352 -1.153
O -2.884 0.366 -0.853
C -3.382 0.152 0.389
C -4.879 0.027 0.411
O -2.691 0.096 1.368
H 1.799 2.327 -1.235
H 2.808 2.917 0.104
H 1.286 2.115 0.428
H 3.333 0.654 0.834
H 3.742 0.833 -0.859
H 2.208 -0.711 -1.611
H 3.717 -1.718 0.445
H 2.283 -2.620 -0.138
H -0.001 -1.221 1.924
H 0.944 0.275 1.877
H 0.306 -1.625 -0.381
H -0.681 1.099 0.084
H 0.035 0.910 -1.500
H -1.668 -0.411 -2.243
H -1.750 -1.367 -0.756
H -5.160 -0.573 1.274
H -5.250 -0.403 -0.518
H -5.311 1.028 0.507
```